Density functional theory data (ωB97M-V with the def2-TZVPD basis set) for a structure of composition C28H26BrFN2O3PdSe in a non-equilibrium geometry.

Geometry as ORCA input:
```
! RIJCOSX wB97M-V def2-TZVPD def2/J DEFGRID3
* xyz 0 3
Pd -0.256 0.158 -1.498
Br -0.238 -1.503 -3.706
Se -1.658 2.000 -1.724
F 1.400 -5.051 2.940
O 2.338 2.932 0.739
O 1.062 1.820 -0.700
O 0.710 -1.036 0.168
N 2.266 0.315 3.702
N 1.771 0.185 -3.033
C 1.294 -2.855 2.115
C -2.770 2.756 -4.501
C 2.960 0.774 -3.048
C 2.879 -1.476 5.876
C 1.527 -0.777 -3.894
C 1.236 -0.566 1.194
C -6.961 0.012 -4.314
C 1.673 1.947 0.405
C 2.320 -1.957 4.563
C 3.949 0.394 -3.944
C 2.030 -1.036 3.536
C 1.632 0.793 1.424
C -4.821 1.322 -4.343
C -3.654 -0.351 -0.571
C 3.668 -0.614 -4.855
C -3.632 1.754 -3.781
C -5.641 0.399 -3.705
C 1.524 -1.488 2.308
C -4.022 0.270 -1.893
C 2.698 0.866 4.992
C 2.422 -1.227 -4.843
C 1.485 1.269 5.829
C -5.212 -0.126 -2.497
C 1.594 -3.730 3.120
C 3.596 -0.143 5.698
C 2.104 -3.299 4.339
C -3.237 1.244 -2.532
C 2.090 1.145 2.660
H -6.834 -0.308 -5.349
H 4.915 0.877 -3.929
H -2.788 3.716 -3.980
H -2.589 -0.585 -0.520
H 1.808 1.688 6.783
H -7.434 -0.797 -3.758
H -4.212 -1.273 -0.414
H -7.638 0.868 -4.315
H 4.412 -0.909 -5.583
H 3.571 -2.222 6.270
H 3.276 1.763 4.768
H 2.164 -2.009 -5.542
H 4.492 -0.297 5.092
H -5.117 1.719 -5.309
H 0.891 -3.188 1.169
H 2.073 -1.375 6.608
H 0.892 2.020 5.306
H 2.367 2.184 2.799
H 3.093 1.574 -2.328
H 3.906 0.263 6.660
H -3.114 2.909 -5.522
H 0.844 0.409 6.025
H 2.335 -4.026 5.107
H -3.878 0.329 0.254
H -5.825 -0.866 -1.993
H -1.733 2.416 -4.525
*
```

Calculated values
**F_max**: 0.0356 hartree/bohr
**E_tot**: -180167.41066 eV
**<S²>**: 2.01
**Orbital gap (alpha / beta)**: 0.2790 / 0.2391 Eh
**LUMO level (alpha / beta)**: 0.213 / -1.325 eV
**Molecular weight**: 722.81 g mol⁻¹

Results of the Mulliken charge analysis, in e, for atoms 1 through 2: number 1, Pd, carries 0.662; number 2, Br, carries -0.164

***

Density functional theory data (ωB97M-V with the def2-TZVPD basis set) for a structure of composition C26H48ClPPr in a non-equilibrium geometry.

Geometry as ORCA input:
```
! RIJCOSX wB97M-V def2-TZVPD def2/J DEFGRID3
* xyz -1 3
Pr 0.061 0.613 2.667
Cl 2.695 1.022 2.525
P 0.130 0.441 -0.540
C -3.364 -0.172 -2.865
C 1.066 3.049 -0.085
C -1.576 -2.580 5.225
C 3.939 -1.063 -1.434
C -1.603 -1.718 -1.031
C 0.262 2.223 -1.110
C -1.200 -3.386 3.984
C 0.136 -2.951 3.351
C 1.436 4.836 -1.884
C -3.004 -2.232 -1.389
C 0.714 3.937 -2.895
C -2.452 0.612 2.147
C 0.796 2.449 -2.527
C -1.476 -1.072 4.968
C 1.357 -0.805 -2.892
C 1.460 -0.580 -1.380
C -1.961 0.331 -2.504
C -3.516 -1.692 -2.729
C 0.200 1.085 4.739
C 0.564 -1.542 3.630
C 2.858 -0.063 -1.001
C 0.014 -0.723 4.621
C 3.844 -1.419 -2.922
C -1.531 -0.184 -1.126
C 1.041 4.544 -0.433
C 2.426 -1.807 -3.356
H -0.788 2.569 -1.083
H 2.926 0.119 0.083
H 0.228 1.864 -3.265
H 4.928 -0.649 -1.207
H 1.583 -1.293 3.288
H 2.179 -2.792 -2.935
H -2.967 0.909 3.080
H -0.345 4.226 -2.942
H 0.363 -1.178 -3.174
H 0.025 4.921 -0.256
H -0.865 -2.165 -1.715
H 0.671 2.927 0.940
H -3.701 -1.938 -0.593
H -2.932 -0.293 1.741
H -0.881 -2.827 6.040
H -4.572 -1.960 -2.850
H 1.500 0.147 -3.423
H -1.243 -0.009 -3.267
H 3.824 -1.978 -0.836
H -1.336 -2.053 -0.017
H 0.066 -3.107 2.264
H -1.783 -0.508 5.858
H -0.616 1.410 5.392
H 0.917 -3.661 3.665
H 3.042 0.907 -1.491
H 4.183 -0.561 -3.518
H -2.589 -2.851 5.549
H -3.601 0.137 -3.890
H -2.130 -0.760 4.136
H -2.575 1.425 1.405
H -1.953 1.430 -2.529
H 2.520 4.704 -1.996
H 1.135 4.085 -3.896
H -2.974 -2.184 -3.548
H -2.988 -3.328 -1.412
H 0.573 -0.911 5.561
H -1.160 -4.454 4.236
H 2.379 -1.901 -4.447
H 1.223 5.886 -2.114
H -2.217 0.232 -0.365
H 2.108 2.690 -0.054
H -4.088 0.323 -2.204
H 1.706 5.084 0.252
H 1.316 -1.562 -0.889
H 4.528 -2.246 -3.143
H -1.983 -3.288 3.222
H 1.199 1.192 5.180
H 1.843 2.118 -2.587
*
```

Calculated values
**F_max**: 0.1254 hartree/bohr
**E_tot**: -63620.13348 eV
**<S²>**: 2.00
**Orbital gap (alpha / beta)**: 0.1850 / 0.1856 Eh
**LUMO level (alpha / beta)**: 2.545 / 2.544 eV
**Molecular weight**: 568.01 g mol⁻¹

Results of the Mulliken charge analysis, in e, for atoms 1 through 2: number 1, Pr, carries 0.600; number 2, Cl, carries -0.632

***

What is the formula in the second record?
C26H48ClPPr